1.
The following is a quantum chemistry calculation of 2 unconnected molecules or ions with the total composition C7H10O in a non-equilibrium geometry, from the Open Molecules 2025 dataset.

Results
* LUMO: 0.8 eV
* E_tot: -347.7829 a.u.
* SMILES: C=C/C(O)=C/C.C#C
* gap between HOMO and LUMO: 9.223 eV

Bonds (Å) are listed after each position.
Cartesian coordinates (Å):
1 C -1.52 -0.20 2.02  C2 1.341, H7 1.058, H8 1.002
2 C -0.78 0.79 1.49  C1 1.341, C3 1.548, H9 1.034
3 C -0.26 0.85 0.04  C2 1.548, O4 1.409, C5 1.323
4 O 0.57 1.99 -0.02  C3 1.409, H10 1.039
5 C -0.35 0.00 -0.97  C3 1.323, C6 1.498, H11 1.009
6 C 0.15 0.21 -2.37  C5 1.498, H12 1.158, H13 1.092, H14 1.111
7 H -1.72 -0.12 3.05  C1 1.058
8 H -1.78 -0.97 1.42  C1 1.002
9 H -0.34 1.63 1.89  C2 1.034
10 H 1.07 2.16 -0.91  O4 1.039
11 H -0.98 -0.75 -0.72  C5 1.009
12 H -0.50 0.89 -3.04  C6 1.158
13 H 1.18 0.54 -2.43  C6 1.092
14 H 0.25 -0.64 -3.07  C6 1.111
15 C 2.24 -1.00 1.59  C16 1.181, H17 1.049
16 C 1.16 -1.44 1.45  C15 1.181, H18 1.080
17 H 3.02 -0.31 1.72  C15 1.049
18 H 0.30 -2.07 1.26  C16 1.080

2.
The following is a quantum chemistry calculation of 2 unconnected molecules or ions with the total composition C7H10O in a non-equilibrium geometry, from the Open Molecules 2025 dataset.

Results
* LUMO (alpha / beta): 0.9 / -2.2 eV
* ⟨S²⟩: 2.014
* E_tot: -347.7049 a.u.
* 2S+1: 3
* gap between HOMO and LUMO (alpha / beta): 6.982 / 7.143 eV

Bonds (Å) are listed after each position.
Cartesian coordinates (Å):
1 C -2.30 -0.08 0.53  C2 1.282, C3 1.338
2 C -1.14 -0.57 0.26  C1 1.282, C4 1.304
3 C -3.40 0.38 1.13  C1 1.338, H9 1.065, H10 1.107
4 C 0.07 -0.97 0.00  C2 1.304, C6 1.502, H11 1.111
5 C 1.39 1.54 0.81  C7 1.486, O8 1.215, H12 1.143
6 C 0.33 -1.90 -1.15  C4 1.502, H13 1.155, H14 1.080, H15 1.177
7 C 2.09 1.20 -0.47  C5 1.486, H16 1.133, H17 1.182, H18 1.046
8 O 1.72 1.03 1.86  C5 1.215
9 H -4.18 0.49 0.41  C3 1.065
10 H -3.48 0.83 2.14  C3 1.107
11 H 0.88 -0.97 0.77  C4 1.111
12 H 0.63 2.38 0.77  C5 1.143
13 H 0.10 -3.02 -1.00  C6 1.155
14 H 1.37 -1.90 -1.45  C6 1.080
15 H -0.36 -1.63 -2.06  C6 1.177
16 H 2.07 2.02 -1.25  C7 1.133
17 H 1.30 0.56 -1.06  C7 1.182
18 H 2.90 0.59 -0.23  C7 1.046